12
Properties=species:S:1:pos:R:3 method="wB97M-V/def2-TZVPD" homo_ev=-15.22 lumo_energy_ev=-5.7 multiplicity=1 orbital_gap_ev=9.54 e_above_lowest_kcal_mol=44.8 max_force_ha_per_bohr=0.098 total_charge=+1
C -0.3709 -0.5344 -1.3353
C -0.3507 1.0837 0.3241
C 0.3279 -1.1197 0.7751
N -0.2167 -1.4334 -0.4521
N -0.2027 0.7642 -0.9394
N -0.0773 0.1750 1.2008
F 2.0636 -0.4130 0.0262
H -0.8044 -0.7603 -2.2071
H -0.6266 2.0907 0.5267
H 0.8249 -1.8341 1.4323
H -0.4069 1.5569 -1.5605
H -0.1603 0.4243 2.2092

13
Properties=species:S:1:pos:R:3 method="wB97M-V/def2-TZVPD" homo_ev=-7.16 lumo_energy_ev=0.3 multiplicity=1 orbital_gap_ev=7.49 e_above_lowest_kcal_mol=97.4 max_force_ha_per_bohr=0.091 total_charge=0
N -0.1829 -1.0005 -1.4288
N 0.4983 -0.7542 -0.2215
N 1.4990 0.0511 -0.2229
C 1.6322 1.0147 0.6793
C 0.5491 1.3334 1.5215
F 0.6333 2.4765 2.2583
C -0.6335 0.5411 1.4200
N -0.4694 -0.7026 0.9190
H 0.3941 -1.6319 -1.8863
H -0.1617 -0.1315 -1.9280
H 2.5853 1.5998 0.6650
H -1.6712 0.8308 1.7083
H -1.3880 -1.0814 0.6189